Record 1
This record from the OMol25 dataset describes a molecular structure, C4H12N2O3 in a non-equilibrium geometry. The level of theory is wB97M-V/def2-TZVPD.

XYZ file:
```
21
Properties=species:S:1:pos:R:3:forces:R:3:lowdin_charge:R:1
O 1.401 -0.266 -1.042 -0.102 0.022 0.482 -0.041
O 0.534 0.940 0.958 -0.811 -0.067 -0.438 -0.229
O 1.331 1.925 0.329 -0.755 -0.458 0.081 -0.057
N -0.391 -1.143 0.107 0.750 -0.001 0.293 -0.087
N -0.936 -1.677 -1.086 0.046 0.133 -0.138 0.033
C -1.471 1.003 0.484 0.836 1.419 0.303 0.059
C 1.889 -1.231 1.128 -0.057 0.342 0.105 -0.004
C -1.456 1.673 -0.838 -0.097 -0.178 -0.025 -0.102
C 0.978 -0.627 0.076 -0.496 -0.917 -0.661 -0.601
H -0.616 -1.735 0.897 0.128 0.055 -0.097 0.131
H -1.439 1.660 1.342 -0.070 0.091 -0.056 0.089
H -0.502 -2.579 -1.289 0.049 0.094 0.036 0.083
H 2.096 -2.272 0.870 -0.013 0.052 -0.061 0.086
H 2.825 -0.676 1.147 -0.006 -0.014 -0.023 0.089
H -1.589 0.970 -1.658 0.094 0.011 0.010 0.070
H 1.444 -1.182 2.123 -0.029 -0.068 -0.054 0.080
H -2.200 0.214 0.606 0.540 -0.416 -0.008 0.083
H 1.580 1.430 -0.497 -0.018 -0.009 0.124 0.076
H -0.600 -1.055 -1.820 -0.052 -0.059 0.049 0.066
H -0.560 2.275 -0.978 0.007 -0.007 0.024 0.075
H -2.317 2.356 -0.859 0.058 -0.027 0.053 0.097
```
Forces are in eV/Å.

The value obtained for the HOMO energy (alpha / beta) is -8.78 / -8.78 eV. The energy is -13458.971 eV. The value obtained for the HOMO-LUMO gap (alpha / beta) is 8.81 / 8.81 eV. The calculation puts the LUMO energy (alpha / beta) at 0.029 / 0.028 eV. Its charge is 0.



Record 2
This record from the OMol25 dataset describes a single C16H15NOS2 molecule. The level of theory is wB97M-V/def2-TZVPD.

XYZ file:
```
35
Properties=species:S:1:pos:R:3:forces:R:3:lowdin_charge:R:1
S -2.809 3.303 3.970 0.255 -0.162 -0.322 0.983
S 0.393 -1.581 -5.347 -0.348 0.029 0.445 0.999
O -1.446 -0.259 1.020 0.288 0.108 -0.056 0.091
N 2.348 -0.937 0.462 0.142 0.011 -0.064 -0.218
C 2.155 0.199 1.333 0.240 0.253 -0.027 -0.156
C -2.939 3.097 2.265 -0.084 0.083 0.324 -0.399
C 1.687 -0.696 -0.805 0.103 0.091 -0.154 -0.155
C -0.295 -0.055 0.666 -0.596 -0.109 0.021 -0.342
C -1.249 -1.982 -5.013 0.368 0.050 -0.275 -0.407
C 0.608 -0.992 -3.752 -0.046 -0.097 -0.325 -0.370
C 1.944 -2.186 1.072 -0.077 -0.040 0.048 -0.072
C -1.863 2.470 1.741 -0.062 0.126 0.044 -0.143
C -0.718 -0.690 -1.622 0.115 0.236 0.746 0.025
C 0.394 1.502 2.482 0.250 -0.528 -0.415 0.018
C 0.202 -0.488 -0.662 -0.313 -0.283 -0.584 -0.115
C 0.704 0.604 1.532 0.142 0.341 0.750 -0.113
C -0.883 2.140 2.721 -0.451 0.314 0.445 -0.323
C -1.601 -1.661 -3.749 0.066 -0.012 -0.021 -0.143
C -1.266 2.562 3.967 -0.235 0.038 -0.124 -0.371
C -0.530 -1.091 -2.993 0.283 -0.138 -0.489 -0.314
H -1.848 -2.429 -5.782 -0.177 -0.102 -0.114 0.062
H 2.150 0.192 -1.252 0.039 -0.083 -0.076 0.134
H -1.749 2.262 0.693 -0.034 -0.036 -0.167 0.113
H 0.880 -2.212 1.348 0.016 -0.138 0.047 0.095
H 1.877 -1.548 -1.463 0.000 0.086 -0.059 0.122
H 2.616 -0.016 2.301 -0.012 0.067 -0.030 0.128
H 2.142 -2.999 0.374 -0.027 -0.076 0.020 0.091
H 1.552 -0.561 -3.492 0.198 0.100 0.152 0.061
H 2.539 -2.346 1.970 -0.020 -0.062 0.039 0.089
H -0.734 2.443 4.890 0.188 -0.031 0.169 0.072
H -3.813 3.457 1.759 -0.153 0.058 -0.170 0.061
H 1.190 1.827 3.144 0.141 -0.002 -0.021 0.127
H -1.753 -0.549 -1.329 -0.017 0.014 0.101 0.126
H 2.695 1.046 0.891 0.012 -0.078 0.083 0.130
H -2.580 -1.828 -3.339 -0.196 -0.030 0.061 0.113
```
Forces are in eV/Å.

The value obtained for the HOMO energy is -8.33 eV. The energy is -42041.849 eV. The value obtained for the HOMO-LUMO gap is 7.92 eV. The calculation puts the LUMO energy at -0.405 eV. Its charge is 0.



Record 3
This record from the OMol25 dataset describes a single C4H6O2 molecule. The level of theory is wB97M-V/def2-TZVPD.

XYZ file:
```
12
Properties=species:S:1:pos:R:3:forces:R:3:lowdin_charge:R:1
O -0.761 0.914 0.336 -0.079 -0.019 -0.027 0.011
O -1.774 -0.076 -1.437 0.036 0.372 0.397 0.086
C 0.223 -0.968 1.317 -0.001 0.111 -0.114 0.090
C 1.290 0.104 -0.714 -0.004 -0.031 -0.026 -0.025
C 0.252 -0.065 0.348 0.198 -0.286 0.154 -0.387
C -1.719 0.781 -0.598 -0.093 -0.231 -0.323 -0.330
H 1.005 -1.714 1.403 -0.091 0.125 -0.054 0.071
H 2.011 -0.716 -0.674 -0.110 0.122 0.022 0.087
H -0.584 -0.978 2.042 0.106 0.013 -0.101 0.076
H 0.823 0.110 -1.704 0.059 -0.007 0.134 0.084
H 1.827 1.050 -0.581 -0.105 -0.102 -0.006 0.090
H -2.456 1.585 -0.465 0.084 -0.067 -0.056 0.147
```
Forces are in eV/Å.

The value obtained for the HOMO energy is -9.89 eV. The energy is -8339.575 eV. The value obtained for the HOMO-LUMO gap is 10.85 eV. The calculation puts the LUMO energy at 0.953 eV. Its charge is 0.



Record 4
This record from the OMol25 dataset describes 9 unconnected molecules or ions with the total composition C22H60ClN3O10 in a non-equilibrium geometry. The level of theory is wB97M-V/def2-TZVPD.

XYZ file:
```
96
Properties=species:S:1:pos:R:3:forces:R:3:lowdin_charge:R:1
Cl -2.203 -4.753 1.927 0.641 0.660 -0.471 0.546
O -3.842 -5.788 -3.578 -0.036 -0.141 0.227 -0.096
O 1.603 -3.497 -2.803 -0.096 0.174 0.092 -0.100
O 0.914 -0.937 1.775 -3.021 -2.041 0.883 0.083
O -3.213 3.837 5.028 -0.055 -0.186 0.165 -0.093
O 4.629 8.457 2.842 -0.102 -0.014 -0.022 -0.080
O 7.092 10.046 1.828 0.026 -0.257 0.254 -0.096
O -3.556 0.665 0.317 0.010 0.089 0.173 -0.092
O 2.656 2.593 4.129 -0.009 -0.197 0.298 -0.090
O -6.169 -8.763 -4.673 -0.079 0.148 -0.134 -0.094
O -1.306 -1.011 2.396 1.170 -1.337 -0.227 -0.069
N -0.866 1.944 2.171 0.221 -1.904 2.408 0.106
N 1.239 -3.536 1.654 1.434 0.166 0.172 0.041
N -0.045 -3.069 1.876 -1.844 1.297 -1.143 -0.138
C -3.520 -6.323 -4.857 -0.208 0.381 -0.152 -0.323
C -1.082 -3.621 0.961 -0.898 0.401 -0.825 -0.591
C 4.454 7.340 1.980 0.413 0.138 0.242 -0.322
C -0.103 -1.626 1.994 3.085 1.558 -0.387 -0.414
C -2.914 -5.248 -5.738 0.142 -0.005 -0.095 -0.085
C 1.403 -4.595 -3.687 0.384 -0.034 0.025 -0.317
C -5.579 -10.047 -4.839 0.120 0.164 0.362 -0.324
C 5.363 6.202 2.403 0.002 -0.149 -0.044 -0.093
C -5.564 -10.794 -3.520 -0.022 -0.149 0.058 -0.095
C 2.287 -5.760 -3.286 -0.023 -0.143 0.022 -0.087
C -3.227 0.987 -1.029 0.153 -0.360 0.076 -0.318
C 7.613 11.072 0.989 -0.195 -0.136 -0.297 -0.311
C -0.537 -4.414 -0.303 -0.572 -0.212 -0.697 -0.254
C -1.705 -4.951 -1.286 0.371 -0.088 -0.143 -0.134
C 2.119 4.064 2.312 -0.051 0.153 -0.177 -0.087
C -3.455 -0.213 -1.928 -0.083 -0.028 -0.148 -0.091
C 6.560 11.521 -0.005 -0.083 0.129 -0.034 -0.091
C -2.136 4.763 4.943 -0.167 -0.008 -0.380 -0.327
C -1.101 -0.198 3.578 0.279 0.684 1.473 -0.132
C -0.645 1.295 3.284 -0.257 0.874 -1.372 -0.179
C 3.178 3.617 3.295 -0.210 -0.191 -0.228 -0.331
C -2.583 6.019 4.222 0.025 0.170 0.009 -0.095
H -3.487 3.626 4.126 0.074 0.016 0.153 0.079
H -5.119 -11.785 -3.637 0.001 0.041 0.066 0.073
H 6.236 10.684 -0.630 0.099 0.049 -0.051 0.073
H -3.422 6.483 4.745 0.110 -0.031 0.041 0.075
H -2.053 -4.149 -2.025 0.430 -1.074 1.171 0.075
H 6.946 12.313 -0.651 -0.045 -0.059 -0.017 0.074
H -1.812 5.000 5.958 -0.135 -0.164 -0.015 0.113
H -3.612 -4.416 -5.868 -0.024 -0.093 -0.082 0.077
H -2.988 -0.069 0.589 -0.154 0.075 0.035 0.055
H 2.393 1.860 3.556 0.048 0.116 0.094 0.072
H 5.674 11.892 0.517 0.117 0.020 0.004 0.080
H -6.580 -10.907 -3.133 0.053 -0.028 -0.107 0.077
H -1.766 6.742 4.153 -0.055 -0.005 -0.055 0.073
H -2.812 -7.142 -4.712 -0.079 0.062 0.177 0.114
H -1.268 -5.811 -1.912 -0.621 1.328 0.877 0.076
H -4.563 -9.921 -5.228 0.030 -0.193 -0.066 0.105
H 6.833 9.310 1.260 0.117 0.201 -0.042 0.072
H 8.498 10.688 0.473 0.062 0.164 -0.026 0.109
H -2.928 5.782 3.211 0.136 0.002 0.000 0.073
H -2.840 -1.059 -1.607 0.081 0.059 -0.070 0.060
H 4.671 7.651 0.951 -0.109 -0.175 -0.143 0.106
H -2.657 -5.647 -6.722 -0.024 0.079 0.014 0.077
H 1.626 -4.270 -4.708 -0.100 -0.140 -0.072 0.110
H -4.996 -10.240 -2.768 0.074 -0.064 -0.069 0.073
H -0.369 -0.739 4.281 -0.902 0.957 -1.086 0.147
H -3.211 0.024 -2.966 0.017 -0.074 0.032 0.075
H -0.119 1.886 4.116 -0.778 -1.151 -1.028 0.117
H -2.181 1.311 -1.069 -0.012 0.095 -0.191 0.108
H 5.233 5.335 1.750 0.078 0.002 0.039 0.071
H -6.165 -10.593 -5.581 -0.025 0.201 0.010 0.112
H -1.302 4.285 4.417 0.127 0.141 0.029 0.089
H 2.498 4.855 1.660 -0.053 -0.039 -0.031 0.057
H 6.411 6.512 2.372 -0.026 -0.034 -0.098 0.073
H -1.368 1.313 1.526 0.208 0.279 0.111 0.025
H -2.595 -5.383 -0.735 1.111 0.655 -0.618 0.053
H 3.342 -5.473 -3.314 -0.037 -0.039 -0.111 0.075
H -5.640 -8.282 -4.022 -0.128 -0.066 -0.073 0.067
H -2.012 -4.838 -5.277 -0.024 -0.096 -0.026 0.065
H 5.555 8.729 2.783 -0.270 0.162 0.182 0.049
H -4.497 -0.538 -1.876 0.050 0.101 -0.017 0.078
H 0.112 -3.721 -0.964 -0.713 -1.169 1.377 0.106
H -3.857 1.822 -1.340 0.017 -0.041 0.199 0.114
H 2.534 -3.245 -2.858 -0.178 0.004 0.023 0.087
H 3.488 4.449 3.929 -0.047 -0.211 0.129 0.101
H -2.094 -0.152 4.147 1.247 -0.122 -1.024 0.145
H -4.431 -6.730 -5.308 0.125 -0.106 -0.170 0.099
H 1.237 4.433 2.841 0.088 0.009 -0.026 0.072
H 3.408 7.034 2.033 0.044 0.178 0.040 0.101
H -4.474 -5.071 -3.713 0.096 -0.134 0.053 0.089
H 0.025 -5.353 0.029 -0.531 1.562 -0.335 0.108
H 5.150 5.904 3.432 -0.033 0.041 -0.105 0.070
H 4.061 3.232 2.774 0.085 0.173 -0.042 0.107
H -1.738 -2.749 0.609 0.658 -1.459 0.555 0.117
H 7.918 11.904 1.625 -0.042 -0.197 0.103 0.115
H 1.675 -3.163 0.805 -0.375 -0.344 0.316 0.099
H 2.137 -6.612 -3.955 0.068 0.018 0.042 0.076
H 2.068 -6.073 -2.262 -0.072 0.003 -0.090 0.072
H 1.792 3.224 1.693 0.027 0.079 -0.026 0.067
H 0.350 -4.880 -3.637 0.039 0.187 0.085 0.093
H 1.325 -4.549 1.745 -0.391 0.645 -0.004 0.101
```
Forces are in eV/Å.

The value obtained for the HOMO energy is -9.50 eV. The energy is -61250.076 eV. The value obtained for the HOMO-LUMO gap is 9.87 eV. The calculation puts the LUMO energy at 0.368 eV. Its charge is 0.